# 1
Entry from the OMol25 dataset: the molecule C6H13NS (ωB97M-V with the def2-TZVPD basis set).

Structure (XYZ):
```
21
Properties=species:S:1:pos:R:3:forces:R:3:lowdin_charge:R:1
C 0.166 -0.697 2.284 1.584 0.463 0.101 -0.118
C 1.009 -0.117 1.081 -0.617 0.089 -0.505 -0.603
S 1.816 1.424 1.688 -0.298 0.088 0.088 0.736
C 0.204 0.137 -0.241 -0.556 1.035 0.645 -0.464
C 1.022 0.292 -1.520 0.587 1.958 -0.240 -0.045
C -1.071 1.007 -0.059 1.097 0.236 -2.347 -0.082
N -1.128 -0.397 -0.275 -0.037 -0.387 2.359 -0.155
C -1.744 -1.038 -1.352 -0.403 0.149 -2.822 -0.112
H -0.848 -0.290 2.344 0.285 -0.128 -0.247 0.066
H 0.714 -0.405 3.229 -0.627 -0.443 -0.871 0.066
H 0.147 -1.796 2.235 -0.191 0.447 -0.046 0.075
H 1.870 -0.725 0.802 -0.249 -0.544 0.317 0.083
H 2.446 1.776 0.560 -0.020 -0.063 -0.009 -0.162
H 1.591 -0.585 -1.873 -0.500 0.155 0.308 0.085
H 1.781 1.134 -1.380 -0.751 -1.173 0.058 0.079
H 0.412 0.732 -2.345 0.239 -0.768 0.510 0.080
H -1.367 1.688 -0.894 0.461 -0.658 0.367 0.124
H -1.301 1.457 0.873 -0.264 -0.144 1.053 0.082
H -1.396 -0.623 -2.335 -0.125 -0.173 0.309 0.076
H -2.846 -0.870 -1.412 0.748 -0.375 0.617 0.098
H -1.478 -2.104 -1.410 -0.363 0.237 0.354 0.088
```
Positions in Å, forces in eV/Å.

Results
2S+1: 1
Electronic energy (eV): -18756.4657
LUMO level (eV): 0.8
HOMO energy (eV): -8.46
Molecular weight (g mol⁻¹): 131.244
Energy above the lowest of the compared OMol25 structures with the same formula, charge and spin (eV): 1.811
Total charge: 0



# 2
Entry from the OMol25 dataset: a structure of composition C6H13NiO3 (ωB97M-V with the def2-TZVPD basis set).

Structure (XYZ):
```
23
Properties=species:S:1:pos:R:3:forces:R:3:lowdin_charge:R:1
C 2.717 -1.510 -0.530 0.565 -0.634 -0.078 -0.054
O 1.793 -0.452 -0.371 -0.529 0.681 0.261 -0.297
C 1.435 0.279 -1.587 0.358 -0.343 -0.569 -0.172
C 0.435 1.329 -1.177 -0.490 -0.676 -0.309 -0.182
O -0.893 0.860 -1.482 1.167 -0.077 0.338 -0.129
C -1.894 1.244 -0.583 -0.562 0.528 0.322 -0.200
C -2.096 0.254 0.545 -0.604 -0.178 -0.370 -0.158
O -1.023 0.300 1.489 1.095 0.637 -0.285 -0.276
C -1.110 -0.714 2.481 0.080 -0.547 0.438 -0.055
H 2.956 -1.898 0.465 -0.051 0.087 -0.275 0.103
H 2.272 -2.309 -1.141 0.090 0.226 0.167 0.109
H 3.634 -1.148 -1.018 -0.252 -0.074 0.165 0.108
H 1.037 -0.455 -2.306 0.003 0.314 0.180 0.147
H 2.358 0.722 -1.990 -0.253 -0.076 0.120 0.138
H 0.610 2.259 -1.738 -0.006 0.052 0.712 0.124
H -2.847 1.295 -1.133 0.344 -0.031 0.096 0.146
H -1.698 2.252 -0.174 -0.077 -0.257 -0.092 0.140
H -2.174 -0.769 0.141 0.059 0.258 0.091 0.148
H -3.030 0.496 1.077 0.260 -0.063 -0.080 0.146
H -0.347 -0.503 3.239 -0.251 -0.030 -0.098 0.101
H -2.108 -0.701 2.942 0.312 -0.013 -0.102 0.112
H -0.908 -1.696 2.031 -0.170 0.178 0.135 0.109
Ni 0.883 0.864 0.820 -1.087 0.038 -0.768 0.893
```
Positions in Å, forces in eV/Å.

Results
2S+1: 3
Electronic energy (eV): -53608.6782
LUMO level (spin up / spin down) (eV): -4.3 / -4.9
HOMO energy (spin up / spin down) (eV): -12.66 / -13.31
Molecular weight (g mol⁻¹): 191.860
Energy above the lowest of the compared OMol25 structures with the same formula, charge and spin (eV): 0.540
Total charge: +1



# 3
Entry from the OMol25 dataset: a cluster of 2 separate species, C6H13O in total (ωB97M-V with the def2-TZVPD basis set).

Structure (XYZ):
```
20
Properties=species:S:1:pos:R:3:forces:R:3:lowdin_charge:R:1
C 1.529 -1.957 0.114 -0.087 -1.911 1.348 0.102
C 1.300 -0.808 -0.485 -0.307 -1.964 -0.612 -0.161
C -3.102 0.083 0.002 0.658 1.309 -0.596 -0.131
C 2.325 1.180 0.215 -2.435 3.080 1.088 0.054
C -1.655 -0.275 0.275 2.276 -0.524 -3.266 -0.044
C -0.002 1.202 -0.217 -3.883 -3.950 0.517 0.073
O 1.131 0.397 0.295 -1.260 -1.009 -1.151 -0.235
H 1.690 -2.921 -0.400 -0.195 1.064 -0.746 0.102
H 1.498 -2.304 1.177 0.234 1.592 -0.534 0.115
H 1.093 -0.827 -1.584 0.470 1.076 1.082 0.168
H -3.732 -0.653 0.532 0.245 0.261 -0.200 0.087
H -3.331 0.038 -1.110 0.085 0.355 1.520 0.096
H -3.278 1.114 0.483 -0.142 -1.529 -1.028 0.106
H 2.209 1.980 0.943 0.469 -0.357 0.332 0.142
H 3.131 0.604 0.219 3.409 -2.512 0.810 0.079
H 2.241 1.615 -0.707 0.312 1.371 -2.480 0.088
H -1.433 -0.346 1.282 0.596 0.035 2.077 0.040
H -1.161 -1.189 -0.280 -1.373 1.956 0.937 0.101
H -0.297 1.861 0.557 0.133 1.108 -0.008 0.094
H -0.156 1.204 -1.312 0.795 0.550 0.911 0.123
```
Positions in Å, forces in eV/Å.

Results
2S+1: 1
Electronic energy (eV): -8467.1187
LUMO level (eV): -3.3
HOMO energy (eV): -13.50
Molecular weight (g mol⁻¹): 101.169
Energy above the lowest of the compared OMol25 structures with the same formula, charge and spin (eV): 4.857
Total charge: +1



# 4
Entry from the OMol25 dataset: a cluster of 2 separate species, C6H13O in total (ωB97M-V with the def2-TZVPD basis set).

Structure (XYZ):
```
20
Properties=species:S:1:pos:R:3:forces:R:3:lowdin_charge:R:1
C 1.260 -2.117 -0.213 0.218 1.077 -1.375 0.137
C 1.381 -0.836 -0.470 0.174 -1.838 -3.114 -0.195
C -2.752 0.451 0.222 -0.037 2.460 -1.713 -0.158
C 2.091 1.118 0.594 4.812 2.571 -0.246 -0.009
C -1.659 -0.534 0.012 3.378 3.411 2.280 -0.049
C -0.108 0.805 -0.293 -4.105 -2.294 0.602 0.030
O 1.054 0.213 0.395 -1.501 -0.435 -0.474 -0.232
H 1.262 -2.761 -1.082 0.474 -0.148 0.128 0.105
H 1.097 -2.525 0.716 -0.467 -0.837 2.024 0.071
H 1.475 -0.527 -1.556 0.226 0.069 1.602 0.168
H -3.708 0.002 -0.101 0.173 0.571 0.626 0.090
H -2.559 1.423 -0.441 -0.777 -2.162 0.796 0.113
H -2.709 0.927 1.207 -0.527 -0.669 0.083 0.081
H 2.178 1.363 1.662 -0.406 -0.013 -0.387 0.123
H 3.096 0.594 0.318 -1.883 0.924 0.405 0.156
H 2.024 2.096 -0.041 -0.246 -1.989 1.051 0.159
H -1.284 -0.963 0.972 -0.322 0.059 -0.937 0.101
H -1.804 -1.248 -0.741 0.337 -0.646 -1.297 0.071
H -0.436 1.745 0.204 0.569 -0.823 -0.399 0.130
H 0.101 0.774 -1.363 -0.090 0.712 0.346 0.109
```
Positions in Å, forces in eV/Å.

Results
2S+1: 1
Electronic energy (eV): -8468.0431
LUMO level (eV): -3.0
HOMO energy (eV): -14.21
Molecular weight (g mol⁻¹): 101.169
Energy above the lowest of the compared OMol25 structures with the same formula, charge and spin (eV): 3.933
Total charge: +1



# 5
Entry from the OMol25 dataset: a cluster of 2 separate species, C6H13O2 in total (ωB97M-V with the def2-TZVPD basis set).

Structure (XYZ):
```
21
Properties=species:S:1:pos:R:3:forces:R:3:lowdin_charge:R:1
C 0.148 0.683 -1.650 0.617 -2.317 -0.196 -0.197
C -0.074 -0.028 -3.029 0.496 1.243 1.004 -0.116
C 1.522 1.406 -1.751 -0.346 1.195 -0.419 -0.771
O 1.426 2.460 -2.434 0.020 0.018 0.027 -0.111
O 2.566 0.935 -1.257 -0.424 -0.629 0.333 -0.090
H -0.688 1.302 -1.351 -0.034 0.490 -0.207 0.084
H 0.176 -0.172 -0.960 0.195 0.438 0.211 0.056
H 0.818 -0.641 -3.190 -0.251 -0.098 -0.201 0.070
H -0.075 0.798 -3.732 -0.232 -0.255 -0.593 0.056
H -0.982 -0.627 -3.042 -0.093 -0.031 -0.190 0.047
C -0.020 -0.291 1.652 0.494 -0.361 0.182 -0.321
C -1.529 -0.211 1.456 0.418 1.001 -0.757 -0.128
C 0.294 -1.072 2.926 0.201 -0.468 0.067 -0.138
H 0.473 -0.806 0.823 -0.325 -0.094 0.044 0.082
H 0.513 0.669 1.601 -0.517 0.023 0.470 0.111
H -1.788 0.672 0.864 0.028 -0.192 -0.254 0.059
H -2.060 -0.052 2.393 -0.037 -0.469 0.136 0.058
H -0.430 -0.913 3.727 0.121 0.512 0.146 0.054
H 0.251 -2.159 2.794 -0.005 0.032 -0.379 0.065
H -1.843 -1.088 0.897 -0.498 -0.143 0.256 0.070
H 1.302 -0.865 3.263 0.173 0.105 0.318 0.060
```
Positions in Å, forces in eV/Å.

Results
2S+1: 1
Electronic energy (eV): -10528.9165
LUMO level (eV): 3.4
HOMO energy (eV): -3.81
Molecular weight (g mol⁻¹): 117.168
Energy above the lowest of the compared OMol25 structures with the same formula, charge and spin (eV): 0.788
Total charge: -1



# 6
Entry from the OMol25 dataset: a cluster of 2 separate species, C6H13O2 in total (ωB97M-V with the def2-TZVPD basis set).

Structure (XYZ):
```
21
Properties=species:S:1:pos:R:3:forces:R:3:lowdin_charge:R:1
C 1.796 0.278 0.876 -0.959 -0.184 -2.701 -0.402
O 2.215 -0.430 -0.240 0.649 -0.285 0.257 -0.329
C 0.533 1.069 0.331 -1.324 -0.544 0.385 -0.170
C -0.893 0.536 0.822 1.709 1.111 1.102 -0.223
C -2.024 0.620 -0.171 -0.568 1.917 -2.064 -0.240
C -2.824 -1.314 -1.538 -2.285 -1.203 -0.063 -0.037
C -1.930 -0.370 -1.327 -0.859 -0.190 1.476 -0.177
H 2.618 0.961 1.180 -0.487 0.084 0.564 0.090
H 1.479 -0.419 1.677 0.115 0.398 0.418 0.089
H 0.625 2.133 0.531 -0.197 0.388 0.019 0.077
H 0.459 0.914 -0.761 0.826 0.194 0.471 0.082
H -0.696 -0.457 1.145 -0.094 -1.388 -0.215 0.081
H -1.106 0.989 1.799 -0.434 0.428 -0.318 0.096
H -3.050 0.871 0.192 0.490 -1.454 0.365 0.108
H -1.983 1.561 -0.783 0.840 -0.024 0.629 0.110
H -3.797 -1.589 -1.053 1.016 1.348 0.894 0.060
H -2.908 -2.034 -2.318 1.350 -0.218 -1.284 0.020
H -1.067 -0.273 -1.965 0.218 -0.089 -0.059 0.100
H 3.514 -0.821 0.002 -0.068 -0.580 0.356 -0.035
H 4.572 -0.952 1.257 -0.092 -0.181 -0.540 -0.038
O 4.466 -1.272 0.346 0.155 0.474 0.308 -0.258
```
Positions in Å, forces in eV/Å.

Results
2S+1: 1
Electronic energy (eV): -10526.1446
LUMO level (eV): 3.5
HOMO energy (eV): -3.25
Molecular weight (g mol⁻¹): 117.168
Energy above the lowest of the compared OMol25 structures with the same formula, charge and spin (eV): 3.560
Total charge: -1



# 7
Entry from the OMol25 dataset: a cluster of 2 separate species, C6H13O2 in total (ωB97M-V with the def2-TZVPD basis set).

Structure (XYZ):
```
21
Properties=species:S:1:pos:R:3:forces:R:3:lowdin_charge:R:1
H 0.753 0.340 -1.639 -0.046 -0.147 0.053 0.095
C -0.143 -0.295 -1.611 0.018 0.313 0.028 -0.273
C 0.120 -1.615 -2.313 0.010 -0.128 -0.071 -0.118
C -0.579 -0.480 -0.161 0.056 -0.312 0.034 -0.215
C -0.841 0.839 0.551 0.099 0.655 -0.497 -0.153
C -1.224 0.619 1.981 -0.201 0.085 -0.266 -0.487
O -2.380 0.514 2.294 -0.735 -0.084 0.295 0.086
C -0.138 0.497 2.990 0.906 -0.100 0.268 -0.016
H -0.910 0.278 -2.146 0.005 -0.137 0.050 0.113
H 0.440 -1.474 -3.346 -0.014 0.030 0.027 0.068
H 0.896 -2.186 -1.800 0.049 0.020 0.020 0.071
H -0.775 -2.240 -2.326 -0.039 0.021 -0.012 0.072
H -1.479 -1.105 -0.111 -0.004 0.137 -0.078 0.126
H 0.183 -1.045 0.387 0.113 0.033 -0.069 0.119
H 0.043 1.483 0.500 0.093 -0.158 -0.012 0.120
H -1.644 1.389 0.050 -0.068 -0.191 0.088 0.127
H 0.844 0.624 2.531 -0.015 -0.014 0.109 0.078
H -0.256 1.248 3.772 -0.105 -0.012 -0.016 0.091
H -0.171 -0.485 3.462 -0.100 0.000 0.043 0.091
O 3.250 1.777 -1.424 -2.768 1.636 0.796 0.046
H 4.014 1.318 -1.642 2.749 -1.647 -0.789 -0.041
```
Positions in Å, forces in eV/Å.

Results
2S+1: 2
Electronic energy (eV): -10525.1829
LUMO level (spin up / spin down) (eV): 0.8 / -2.4
HOMO energy (spin up / spin down) (eV): -9.40 / -9.40
Molecular weight (g mol⁻¹): 117.168
Energy above the lowest of the compared OMol25 structures with the same formula, charge and spin (eV): 0.764
Total charge: 0



# 8
Entry from the OMol25 dataset: a structure of composition C6H13O3Sm (ωB97M-V with the def2-TZVPD basis set).

Structure (XYZ):
```
23
Properties=species:S:1:pos:R:3:forces:R:3:lowdin_charge:R:1
C 3.553 0.419 -0.230 1.201 -1.036 1.449 -0.233
O 3.076 -0.818 -0.403 0.137 0.336 -0.573 -0.099
C 2.027 -1.277 0.458 -0.303 -0.280 0.638 -0.107
C 0.696 -1.209 -0.254 0.655 -1.127 0.383 -0.102
O 0.455 0.121 -0.729 -0.775 0.308 1.138 -0.306
Sm 2.059 1.680 -1.551 -1.191 1.518 -1.505 1.737
H 3.455 0.864 0.770 0.202 -0.064 -0.130 0.118
H 4.438 0.621 -0.839 0.103 -0.089 0.221 0.111
H 2.015 -0.698 1.391 0.111 -0.052 -0.183 0.151
H 2.249 -2.324 0.692 0.000 0.200 -0.039 0.168
H -0.082 -1.484 0.467 -0.086 -0.189 -0.493 0.155
H 0.734 -1.812 -1.171 -0.360 -0.227 0.526 0.164
C -0.821 0.706 -0.524 -6.542 -0.793 -3.156 -0.293
C -1.786 1.502 0.243 6.213 4.533 2.891 -0.007
O -2.050 -0.260 0.219 2.273 -4.928 0.783 -0.276
C -3.428 -0.530 0.253 -1.012 -0.981 -1.758 -0.081
H -1.101 1.139 -1.507 1.112 -0.536 -0.695 0.147
H -0.514 1.087 0.832 -0.903 2.265 0.508 0.234
H -1.489 2.495 -0.155 -0.303 1.604 0.036 0.072
H -3.557 -1.584 -0.012 -0.351 0.211 0.122 0.098
H -3.823 -0.354 1.266 0.432 0.120 -0.328 0.113
H -3.971 0.080 -0.489 -0.034 -0.052 0.322 0.106
H -2.135 1.638 1.272 -0.580 -0.743 -0.156 0.132
```
Positions in Å, forces in eV/Å.

Results
2S+1: 8
Electronic energy (eV): -30449.5322
LUMO level (spin up / spin down) (eV): -8.4 / -9.2
HOMO energy (spin up / spin down) (eV): -13.94 / -13.90
Molecular weight (g mol⁻¹): 283.527
Total charge: +2



# 9
Entry from the OMol25 dataset: a structure of composition C6H13O3Sr (ωB97M-V with the def2-TZVPD basis set).

Structure (XYZ):
```
23
Properties=species:S:1:pos:R:3:forces:R:3:lowdin_charge:R:1
C -2.463 1.845 1.662 0.441 2.064 0.900 -0.246
O -2.014 2.394 0.529 -0.604 -0.363 -0.117 -0.102
C -0.607 2.361 0.258 0.776 0.148 0.041 -0.104
C -0.287 1.258 -0.725 0.121 1.016 -0.489 -0.100
O -0.753 0.002 -0.217 1.154 -0.830 1.544 -0.334
Sr -2.695 -0.395 0.972 -0.946 -2.328 -0.287 1.838
H -1.762 1.782 2.505 -0.203 0.120 -0.046 0.119
H -3.523 2.047 1.841 0.115 0.187 0.098 0.112
H -0.043 2.242 1.193 -0.168 0.054 -0.115 0.153
H -0.352 3.324 -0.198 -0.071 -0.175 0.124 0.168
H 0.801 1.213 -0.845 -0.268 -0.040 -0.360 0.157
H -0.853 1.407 -1.654 0.605 0.146 0.011 0.162
C 0.072 -1.144 -0.379 5.352 -4.692 -6.315 -0.391
C 0.670 -2.133 0.528 -5.050 3.501 7.044 -0.015
O 1.612 -0.946 -0.724 -1.721 4.600 -0.463 -0.234
C 2.497 -1.705 -1.514 -0.541 -0.682 -1.638 -0.066
H -0.469 -1.818 -1.070 0.021 1.128 -1.020 0.164
H 0.602 -0.970 1.147 0.515 -2.910 1.239 0.195
H -0.230 -2.657 0.906 0.432 -0.888 0.886 0.069
H 2.690 -1.126 -2.423 0.214 -0.313 0.061 0.100
H 3.440 -1.881 -0.972 -0.552 0.206 0.084 0.114
H 2.052 -2.669 -1.807 0.222 0.147 0.147 0.107
H 1.616 -2.430 0.987 0.156 -0.098 -1.328 0.135
```
Positions in Å, forces in eV/Å.

Results
2S+1: 2
Electronic energy (eV): -13386.6332
LUMO level (spin up / spin down) (eV): -8.4 / -9.3
HOMO energy (spin up / spin down) (eV): -15.55 / -15.55
Molecular weight (g mol⁻¹): 220.787
Total charge: +2



# 10
Entry from the OMol25 dataset: a structure of composition C6H13O4Sn (ωB97M-V with the def2-TZVPD basis set).

Structure (XYZ):
```
24
Properties=species:S:1:pos:R:3:forces:R:3:lowdin_charge:R:1
C 0.691 -1.748 1.435 -0.061 0.900 -0.830 -0.238
O -0.500 -1.335 2.023 -0.976 1.128 -0.383 -0.300
H 1.385 -0.890 1.290 0.301 -0.388 0.688 0.075
H 1.147 -2.590 1.993 -0.126 0.525 -0.293 0.088
H 0.564 -2.012 0.362 -0.120 -0.664 0.240 0.055
O 1.790 1.090 -1.486 -3.031 -4.609 -5.315 -0.289
C 2.188 1.843 -0.607 3.020 4.161 4.666 -0.409
C 1.213 2.433 0.370 1.607 0.227 0.899 -0.336
O -0.078 1.982 0.133 -1.068 1.838 -1.440 -0.469
C -1.009 0.355 1.075 0.073 -3.520 5.173 0.079
C -1.748 -0.405 0.005 0.796 0.195 0.277 -0.194
O -0.890 -0.450 -1.135 -0.595 -2.114 0.614 -0.488
C -1.036 -1.576 -1.985 -0.066 -0.780 -0.058 -0.059
Sn -0.287 1.383 -1.768 1.469 2.681 -1.947 1.326
H 3.269 1.960 -0.410 -0.510 -0.038 -0.121 0.104
H 1.342 3.534 0.345 -0.644 -0.150 0.172 0.113
H 1.558 2.135 1.382 -0.431 0.005 0.131 0.115
H -1.731 0.701 1.829 0.006 0.142 -0.426 0.121
H -0.045 0.615 1.521 -0.299 -0.682 -1.425 0.101
H -2.741 0.007 -0.228 0.373 0.331 -0.214 0.141
H -1.915 -1.436 0.365 0.274 0.488 0.056 0.145
H -0.248 -1.480 -2.739 -0.495 -0.129 -0.094 0.103
H -0.856 -2.491 -1.401 0.074 0.313 -0.091 0.105
H -2.065 -1.626 -2.369 0.430 0.141 -0.280 0.112
```
Positions in Å, forces in eV/Å.

Results
2S+1: 2
Electronic energy (eV): -20446.7064
LUMO level (spin up / spin down) (eV): 0.3 / 0.3
HOMO energy (spin up / spin down) (eV): -4.89 / -8.51
Molecular weight (g mol⁻¹): 267.877
Energy above the lowest of the compared OMol25 structures with the same formula, charge and spin (eV): 0.881
Total charge: 0